1.
Density functional theory data (wB97M-V/def2-TZVPD) for a structure of composition C33H33CdClIN7O9S at a distorted geometry.

```
! wB97M-V def2-TZVPD RIJCOSX def2/J DEFGRID3
* xyz -2 1
I 3.58872 -5.37608 -2.94800
Cd -0.09182 -0.84638 -0.54177
Cl 3.66880 0.46666 8.05863
S -0.27511 -2.24352 1.86849
O 0.48102 -1.38440 -2.62035
O -2.73224 -1.51279 1.08702
O 3.38233 0.48395 -2.24970
O -0.87270 4.83684 -4.20985
O 1.73222 -2.87565 -0.26907
O 1.55068 -0.24665 -4.21817
O -1.42324 -2.54405 -0.54342
O -2.42420 -3.70130 1.05281
O 1.75392 0.18831 -0.75045
N 1.26112 4.18797 -3.86465
N -2.27456 -0.24582 0.66324
N -0.98830 0.88395 -1.90310
N -1.79540 2.56470 0.38208
N -1.84707 -2.65047 0.69384
N 0.73588 -4.36377 -1.67444
N -2.11094 0.20925 3.00808
C 1.73774 2.03944 4.90480
C -0.35877 1.98659 -2.28911
C 1.35718 -0.54692 -3.03987
C 1.73162 -3.52772 -1.30603
C -1.51693 2.01663 -4.36567
C -2.01851 3.84441 0.13867
C 2.96864 -3.47412 -2.19323
C 2.25882 0.10211 -1.92563
C 2.95711 3.48341 -2.18332
C 1.71152 0.98759 3.91822
C 2.29163 3.20487 -3.52863
C 2.30736 -0.25503 4.34485
C -2.63551 -1.02386 4.95452
C -1.94334 -3.27954 5.34561
C 2.91874 0.66506 6.47845
C -0.06829 3.96018 -3.88122
C 1.70566 5.51866 -4.25451
C -2.31301 2.01312 1.47192
C -2.59872 -2.13643 5.77321
C -2.16252 0.54993 1.69456
C -3.09095 2.76432 2.36060
C 1.49494 6.56203 -3.15949
C 2.32759 1.87919 6.13748
C 1.15545 1.15125 2.66801
C -1.87359 0.32995 -2.72508
C -1.28866 -3.25850 4.12657
C -2.00398 -1.00210 3.71108
C -0.59739 2.60883 -3.50691
C 2.89120 -0.40355 5.57900
C -3.32504 4.09976 2.09683
C -2.15880 0.85830 -3.97421
C -2.77380 4.66918 0.95963
C -1.27624 -2.12745 3.31599
H 2.76399 5.45049 -4.50859
H 0.35152 2.39165 -1.57643
H -2.14740 1.00121 3.62509
H 0.73484 2.10675 2.36576
H 1.86456 2.20496 -3.54276
H -3.17743 -0.13992 5.27541
H 0.67123 -4.60440 -2.64983
H -3.95790 4.68901 2.74847
H 3.04627 3.22867 -4.31928
H -0.74306 -4.12657 3.78313
H -1.93988 -4.17043 5.96007
H -1.71740 2.47174 -5.32698
H 1.18835 0.36747 1.91554
H -2.86311 0.36412 -4.62963
H -1.58112 4.23556 -0.77722
H 1.27017 2.98676 4.65327
H 2.01091 6.26962 -2.24504
H 2.33127 2.69299 6.85499
H 3.80471 -3.07084 -1.63479
H -2.93148 5.71077 0.71747
H -3.56129 2.30356 3.21948
H 3.34572 -1.34757 5.85839
H 1.87099 7.53532 -3.48254
H -0.15428 -4.14023 -1.23708
H 0.43072 6.65207 -2.94717
H 2.77606 -2.85366 -3.06403
H 1.14733 5.81818 -5.14379
H 2.20700 3.65113 -1.40842
H 3.61111 4.35838 -2.23421
H 3.54166 2.60800 -1.90242
H -2.36060 -0.56841 -2.36194
H 2.27384 -1.09325 3.65667
H -3.09299 -2.11113 6.73634
*
```

Its HOMO-LUMO gap is 3.6 eV. The calculated total energy comes out at -99634.7194 eV.

2.
Density functional theory data (wB97M-V/def2-TZVPD) for an isolated molecule of C4H8O.

```
! wB97M-V def2-TZVPD RIJCOSX def2/J DEFGRID3
* xyz 0 1
O -0.16418 -1.79932 -1.35474
C -1.11435 0.69978 0.50154
C 1.27517 0.48957 -0.52431
C 0.18664 -0.12809 0.35312
C -0.27459 -1.45515 -0.20328
H 2.07015 -0.24329 -0.70243
H -1.26660 1.34535 -0.36714
H 1.72872 1.36935 -0.05608
H -1.11736 1.31657 1.40223
H -1.99511 0.04749 0.56272
H 0.59121 -0.31746 1.35749
H -0.79945 -2.10098 0.53415
H 0.87976 0.77619 -1.50325
*
```

As for the SMILES: CC(C)C=O. Its HOMO-LUMO gap is 10.8 eV. The calculated total energy comes out at -6324.8240 eV.

3.
Density functional theory data (wB97M-V/def2-TZVPD) for a cluster of 4 separate species, C14H38N2O5 in total at a distorted geometry.

```
! wB97M-V def2-TZVPD RIJCOSX def2/J DEFGRID3
* xyz 0 1
O -1.95663 -1.20581 8.00759
O 0.39542 3.22276 3.26087
O -1.70970 -2.34715 -3.53202
O 1.34662 1.43898 -1.87881
O 4.25478 0.81382 -2.77715
N -1.71362 0.90607 5.04805
N -0.17649 -3.29014 -5.89175
C -0.21390 1.96938 3.46428
C -0.93080 1.68592 -1.14784
C 3.80526 0.10382 -3.91986
C -1.93323 -2.14492 -2.14216
C -0.32356 -1.89787 -5.44982
C 4.69527 0.37380 -5.13284
C -1.26489 -0.35093 7.13838
C -2.16160 0.62638 6.41529
C -1.52534 -1.33581 -6.18910
C -0.70949 1.93074 4.92185
C -1.61821 -2.57080 7.82545
C -0.49093 -1.75296 -3.94451
C 0.91799 3.35213 1.94673
C 0.39656 0.95268 -0.93655
H -1.94464 -2.89789 6.83439
H 4.45003 -0.25226 -5.99298
H -0.40647 0.16946 7.58993
H -0.75469 -0.95834 6.37674
H 5.74826 0.26070 -4.87860
H -1.80721 -1.11259 -1.80796
H -1.66298 -0.25810 -6.02276
H -0.79895 2.76257 -1.05991
H 0.12647 1.60862 5.54695
H -0.39098 -0.69698 -3.65355
H 3.75380 -0.97668 -3.76826
H -1.41294 -1.45634 -7.26453
H -1.28064 -2.79693 -1.55569
H -0.94915 -3.82169 -5.49999
H 1.17926 4.40200 1.83411
H 0.18092 3.12247 1.17085
H -1.08930 1.90898 2.81151
H -2.35378 1.57157 6.94028
H 0.62468 1.34235 0.05884
H 0.54645 -1.30000 -5.73391
H 2.77845 0.37548 -4.19579
H 0.33780 -0.12843 -1.04202
H 3.85513 1.68816 -2.86868
H 2.13376 0.88522 -1.91456
H 0.48191 1.13650 3.35150
H -0.53320 -2.67408 7.92197
H -2.10467 -3.16295 8.59396
H -3.15163 0.15842 6.37548
H 0.33036 -2.26780 -3.41721
H -2.98095 -2.42281 -2.02932
H 1.78044 2.68172 1.89390
H 4.55224 1.39772 -5.49265
H -2.48203 -1.75625 -5.87696
H -2.52974 0.95964 4.46010
H -1.40827 1.50766 -2.11356
H 0.67098 -3.72901 -5.54279
H -1.57781 1.30843 -0.35278
H -0.99443 2.94138 5.23788
*
```

As for the SMILES: COC[C@H](C)N.COCCNCCOC.CCO.CCO. Its HOMO-LUMO gap is 9.5 eV. The calculated total energy comes out at -28348.8285 eV.

4.
Density functional theory data (wB97M-V/def2-TZVPD) for a cluster of 9 separate species, C28H60BF4NO14S7 in total at a distorted geometry.

```
! wB97M-V def2-TZVPD RIJCOSX def2/J DEFGRID3
* xyz 1 2
S -0.92944 -3.40984 -1.14167
S 5.08431 2.11499 3.04771
S 3.12741 -2.49038 1.63456
S -3.83017 2.31031 3.42263
S -4.06803 0.11774 -0.78513
S 2.50408 0.36235 -2.71882
S -1.66431 2.37444 -2.90018
F 0.79239 0.37874 3.31217
F 0.32449 -1.75979 2.73451
F 0.04870 -1.05860 4.89979
F -1.29292 -0.35691 3.30558
O -2.78923 -0.33223 -0.26233
O 3.02282 1.40617 -3.65344
O -1.88389 1.61370 -4.13025
O -3.43618 2.23907 4.83721
O -1.26671 -3.45293 -2.55940
O 2.22163 -3.59791 1.28472
O -4.49722 1.50114 -0.88277
O -4.78314 1.41538 2.86213
O 5.68917 3.24701 3.70253
O -0.27050 -2.21690 -0.58765
O 1.83706 0.79476 -1.52669
O -1.39539 1.68251 -1.62969
O 2.95924 -1.14055 1.05878
O 5.13332 0.69853 3.51965
N 0.10554 0.04744 0.42027
C 3.78902 -0.93524 -2.39756
C -3.06856 3.66890 -2.72449
C 4.83870 -2.99776 1.19639
C 5.71558 -2.66210 2.53249
C 4.37942 2.71132 0.42237
C 1.36306 -0.71385 -3.54621
C -3.77752 4.19792 1.56170
C -6.28713 -1.07794 -1.66486
C 3.30116 2.50685 2.69794
C -0.95785 4.98755 -2.52941
C 3.40652 -2.38699 3.48666
C -0.45344 3.71278 -3.29515
C -4.26439 3.97073 2.96370
C -5.29316 -1.43585 -2.70924
C -4.07369 -0.49125 -2.52776
C 3.01204 -2.23988 -2.62468
C 2.15001 -1.97375 -3.86441
C -5.50184 -0.93455 -0.26943
C -2.52799 3.38109 1.36114
C -2.34844 -4.04403 -0.01428
C 5.54828 1.99595 1.16745
C 0.18210 -4.86783 -0.80728
C -0.82491 -5.98027 -0.49005
C -1.83608 -5.37138 0.54544
C 4.82504 -2.84789 3.78784
C 3.11617 2.25898 1.17823
C -2.44085 5.10150 -2.81749
C -2.35233 2.16317 2.37207
B -0.03132 -0.72290 3.56726
H -3.62982 4.59472 3.59304
H -5.79134 -1.30751 -3.67019
H -5.03974 -2.48874 -2.58553
H 0.03856 -0.92109 0.14175
H 4.04492 -0.83699 -1.34259
H 2.33226 -2.47830 -1.80666
H 0.56522 3.33934 -3.19038
H -5.08074 -1.93439 -0.16405
H -3.56890 5.25973 1.43082
H -3.11084 -0.98349 -2.66463
H -0.47133 5.83327 -3.01536
H 4.69907 -0.79820 -2.98163
H 2.68336 -3.07351 3.92692
H -6.74994 -0.13639 -1.96046
H -3.22023 -4.21830 -0.64492
H -7.16538 -1.70669 -1.51838
H 2.92929 1.19627 1.02386
H -6.05962 -0.44854 0.53105
H 1.51866 -2.83285 -4.09121
H -1.36606 -6.26661 -1.39186
H 0.93735 -5.01127 -1.58002
H 3.64145 -3.09400 -2.87454
H -0.35403 -6.91945 -0.19970
H 0.62483 -4.57490 0.14471
H 0.03945 0.24211 1.40912
H -2.55993 -3.31619 0.76906
H -0.58032 3.96866 -4.34707
H 4.79835 -3.87286 4.15773
H 6.04659 -1.63400 2.38572
H -2.66230 -6.07427 0.65230
H -4.06963 0.40519 -3.14782
H 4.30659 2.44649 -0.63246
H 0.58644 -0.88032 -2.79973
H -1.61418 3.93661 1.57198
H 4.44541 3.79930 0.41543
H 6.57053 2.34840 1.03002
H -5.30135 4.16309 3.23905
H -4.44663 3.84563 0.77666
H -2.64853 5.61200 -3.75789
H -3.90214 3.49078 -3.40384
H 5.61620 0.91567 1.03909
H -0.62449 4.83588 -1.50279
H 4.73488 -4.07767 1.09092
H -3.58317 3.59311 -1.76661
H 2.22157 2.78845 0.85044
H 5.12515 -2.67167 0.19653
H 6.62268 -3.26628 2.54769
H 3.29560 -1.31689 3.66183
H 2.70389 -1.82055 -4.79061
H 5.16299 -2.37940 4.71218
H -0.45551 0.69176 -0.11841
H -2.56399 3.06804 0.31769
H -2.79788 5.72417 -1.99717
H -2.32412 1.11310 2.08110
H 3.22615 3.55585 2.98444
H 2.71046 1.84252 3.32868
H -1.30009 -5.15088 1.46858
H 0.92444 -0.14344 -4.36496
H 1.02010 0.23295 0.03393
H -1.46104 2.33098 2.97668
*
```

Its HOMO-LUMO gap (spin up / spin down) is 8.6 / 2.2 eV. The calculated total energy comes out at -147550.6310 eV.